Entry from the Open Molecules 2025 dataset: a cluster of 18 separate species, H37O18 in total at a distorted geometry (ωB97M-V with the def2-TZVPD basis set).

The value obtained for the energy above the lowest of the compared OMol25 structures with the same formula, charge and spin is 48.1 kcal/mol. Its HOMO-LUMO gap (spin up / spin down) is 9.69 / 2.64 eV. The energy is -1375.70872 Ha. As for the spin multiplicity: 2. The calculation puts the LUMO energy (spin up / spin down) at -5.7857 / -12.8412 eV. As for the total charge: +2. As for the expectation value of S²: 0.7567.

CARTESIAN COORDINATES (ANGSTROEM)
O -1.77 4.14 -3.16
H 4.55 0.45 1.21
H -1.01 -1.65 4.01
O -0.20 -2.14 3.95
H -0.91 4.17 -2.76
O 1.07 -0.35 -0.91
H 1.89 0.12 -0.73
H 1.28 -1.06 -1.50
O -4.08 2.75 -2.01
H -3.90 3.59 -2.52
H -4.91 2.57 -2.50
O 3.17 2.28 -0.72
H 3.05 3.17 -0.98
H 3.83 1.98 -1.44
O 3.91 0.75 -3.60
H 3.19 0.26 -4.00
H 4.83 0.59 -3.79
O -1.77 -4.64 2.59
H -1.48 -4.85 1.71
H -2.70 -4.64 2.40
O 0.91 0.05 5.38
H 1.17 -0.64 5.98
H 0.45 0.72 5.89
O -2.58 0.69 -4.40
H -2.12 -0.14 -4.47
H -1.96 3.26 -3.50
O -1.19 -2.86 -0.31
H -1.31 -3.86 -0.36
H -0.49 -2.87 0.32
O -0.77 2.79 -1.29
H -0.04 2.24 -1.65
H -1.18 2.46 -0.48
O 1.05 0.22 2.63
H 1.39 0.21 3.62
H 1.81 0.48 2.14
O 4.30 1.21 1.80
H -1.76 1.18 -4.40
H 4.39 2.00 1.26
O -4.74 -3.66 1.38
H -5.56 -3.85 0.98
H -4.44 -3.36 0.44
O -0.55 -0.48 0.99
H -0.85 0.46 0.99
H 0.18 -0.61 0.21
O 0.68 -1.60 -4.22
H 0.60 -2.53 -3.97
H 0.66 -1.63 -5.18
O 0.61 4.13 3.56
H -0.16 4.69 3.51
H 0.90 3.65 4.35
O 1.64 -2.81 -1.38
H 1.18 -3.35 -2.02
H 2.29 -3.47 -1.02
H 0.02 -0.46 2.02
H -0.42 -3.06 3.93